# 1
26
Properties=species:S:1:pos:R:3 method="wB97M-V/def2-TZVPD" e_homo_ev=-8.443 e_above_lowest_ev=3.177 total_energy_ev=-13111.1509 orbital_gap_ev=9.36 multiplicity=1 smiles="CN1CC[C@@H]2CC(=O)C[C@@H]1C2"
O -0.34228 -2.05420 -2.97750
N 1.22778 0.80317 0.52044
C -0.62467 -0.65975 1.64907
C 1.64299 2.19072 0.35849
C 0.43727 0.19541 -0.47812
C -1.47834 -0.65856 0.33071
C 0.43169 0.55329 1.73983
C -1.07713 -1.83497 -0.66993
C -1.03807 0.60885 -0.41585
C 0.88255 -0.37005 -1.81361
C -0.18452 -1.48361 -1.92929
H -1.32225 1.47760 0.17368
H 0.82527 0.30372 -2.67980
H 2.08812 2.34949 -0.61205
H 2.36501 2.54911 1.07104
H 1.86489 -0.88308 -1.71513
H 0.05441 -1.55100 1.74203
H 1.06698 0.37174 2.62431
H -1.53656 0.71694 -1.34958
H -0.11783 1.45286 1.99118
H -2.02191 -2.26562 -0.94761
H -0.53429 -2.63984 -0.17349
H -1.16039 -0.60281 2.60706
H -2.54231 -0.66007 0.57101
H 0.73716 2.83872 0.40312
H 0.35646 -0.74806 -0.02004



# 2
66
Properties=species:S:1:pos:R:3 method="wB97M-V/def2-TZVPD" e_homo_ev="-10.545 / -10.552" e_above_lowest_ev=0.395 total_energy_ev=-136127.9195 orbital_gap_ev="7.72 / 7.74" s2=12.68 multiplicity=7 charge=+1
Tb 0.26523 0.37847 -0.04624
Cl 4.94333 0.31591 -1.02574
Cl 5.08180 5.24248 -3.11449
S 1.85894 -1.98022 0.97333
S 0.56557 0.19748 3.31882
S -2.76095 0.66140 -0.54793
S -1.49856 -1.81138 1.49069
S -1.24016 2.47066 1.92044
O 0.02132 2.67322 -0.47892
O 0.69043 0.62692 -2.30083
O -1.52046 -3.14008 -1.24856
O 2.28263 1.16217 0.01201
N -0.91612 -2.83747 -3.41445
N -0.35053 -1.25298 -1.76036
C -0.96648 -2.43323 -2.07565
C -1.83007 1.71041 3.44218
C 0.15938 -0.83838 -4.09282
C -2.75572 2.92734 1.05645
C 0.85154 3.51645 -0.85077
C 2.23644 3.27791 -1.09702
C -3.26215 -1.49266 1.22103
C -0.05155 -1.43165 3.81562
C 4.21671 4.03784 -2.23324
C -3.62559 1.76462 0.60605
C -0.38752 -2.03870 -4.37617
C 2.93656 4.27298 -1.80034
C -1.53401 -4.11233 -3.76945
C -3.55048 -0.92342 -0.15963
C 3.35198 -1.39115 1.79061
C 4.15968 1.83610 -1.27124
C -0.58773 1.27809 4.22074
C 2.86061 2.03860 -0.74833
C 0.17660 -0.45708 -2.71653
C 4.82412 2.80361 -1.98817
C -1.43892 -1.78619 3.30342
C 2.53771 -2.72443 -0.51982
H -2.59604 -3.98315 -3.97980
H -3.95812 1.18254 1.46476
H 3.81939 -0.60036 1.21649
H 0.68378 -2.15214 3.45617
H 3.24732 -3.50297 -0.24630
H -4.62778 -0.79939 -0.28110
H 4.03290 -2.22679 1.94131
H -2.17969 -1.08543 3.68895
H -1.42420 -4.79907 -2.93562
H 3.05723 -0.99583 2.76133
H -0.01392 2.16123 4.50277
H -1.03193 -4.51290 -4.64676
H -3.34110 3.59721 1.68853
H -3.61184 -0.81538 2.00306
H -1.70963 -2.77552 3.67544
H -3.21196 -1.61819 -0.92447
H 1.70431 -3.17448 -1.05529
H -0.86369 0.76589 5.14310
H 5.81895 2.60764 -2.36216
H 0.58827 -0.19838 -4.84466
H -2.47773 0.86255 3.22478
H 0.48857 4.53223 -1.05264
H 2.45000 5.21275 -2.02619
H -0.03897 -1.48101 4.90531
H -0.43223 -2.43469 -5.38167
H -4.51529 2.15396 0.11006
H 3.02062 -1.97561 -1.14419
H -3.81304 -2.42770 1.33018
H -2.41474 3.50812 0.19842
H -2.39303 2.43358 4.03548



# 3
132
Properties=species:S:1:pos:R:3 method="wB97M-V/def2-TZVPD" e_homo_ev=-11.663 total_energy_ev=-148642.0036 orbital_gap_ev=9.49 multiplicity=1 charge=+1
S -1.07556 -4.33926 1.42620
S -3.11944 -2.13606 9.12253
S 1.04673 -5.75018 -1.76344
S -7.61230 2.91161 -1.99869
S 1.03841 -3.13367 5.65694
P -2.97303 3.45653 -2.26131
O -2.02997 -1.23863 8.99148
O -0.49462 -3.11010 0.99535
O -8.74904 3.39926 -1.32117
O 1.32033 -4.51608 5.54091
O 1.80935 -4.65188 -2.66181
O -0.25195 -5.54241 0.78626
O -6.33902 3.53249 -1.87577
O -4.44178 -1.43435 8.54271
O -2.97349 -3.27101 7.99708
O -7.43971 1.34957 -1.67275
O 1.99227 -6.40371 -0.93521
O -0.12016 -5.16244 -1.23324
O 0.28469 -2.43992 4.67885
O 0.38543 -2.86209 7.08871
O 0.64144 -6.74638 -2.95390
O -3.44720 -2.75600 10.34926
O -0.66704 -4.56037 2.95987
O -1.96560 2.92621 -3.21458
O 2.41920 -2.36025 5.89880
O -7.97105 2.76525 -3.55242
O -2.45605 -4.60904 1.27225
N -0.89746 2.73194 1.02783
N 0.45294 0.02292 2.69601
N -2.32868 1.55108 -0.22968
N 1.88954 -1.33482 1.41922
N -0.09874 0.71662 -0.02473
N 2.75539 0.58041 2.42912
C 1.35635 -2.28261 7.97050
C -2.69867 2.95281 -0.51553
C 1.80377 5.82021 -0.94785
C 0.03123 -5.81146 3.09217
C 1.97078 -5.14224 -3.99905
C -1.02462 1.54972 0.20713
C -7.76837 1.41220 -3.97987
C 3.31633 1.10331 -3.57450
C 2.98736 4.32003 -2.61295
C 4.32551 3.94366 -3.34372
C -4.74316 -1.95692 7.24372
C 3.08834 4.59300 0.94122
C 2.03567 0.69716 -5.80763
C 5.02131 2.79168 -2.59164
C 2.29837 -1.52756 7.06051
C 3.01714 5.69968 -1.93695
C 0.67879 0.86366 -5.09345
C 0.69944 -6.02166 1.75304
C 4.78363 1.39334 -3.19477
C -1.54523 3.74656 0.17697
C -0.73207 -0.37516 -3.40494
C -0.01081 -0.48882 -4.77496
C -0.36949 -0.47221 -0.84990
C 2.20601 5.79119 0.53996
C 1.55261 0.03124 1.75514
C 1.23625 0.93813 0.52909
C -8.00718 0.57641 -2.74143
C 3.21028 0.28900 -4.89851
C 0.28130 -0.26259 -2.25410
C 0.80151 -6.07992 -4.21155
C -4.19552 -3.36744 7.25657
H -1.46540 -1.17341 -3.24180
H -4.86296 -4.04891 7.78861
H 3.83907 4.91905 1.66635
H 4.02909 3.67892 -4.36102
H 1.97551 -4.31737 -4.70711
H -3.67224 3.12635 -0.03007
H 3.16691 -0.77643 -4.63625
H -4.25521 3.04350 -2.67779
H -6.73925 1.31559 -4.33338
H -1.43639 -0.62444 -0.98733
H -7.53535 -0.40040 -2.79943
H 0.53599 -0.82629 3.24329
H 1.87140 -0.57144 6.74951
H -2.55780 1.01059 -1.05928
H 2.01248 0.77180 -0.22594
H 0.69291 -1.32356 -4.70042
H 3.27113 -1.35824 7.51314
H 2.71346 2.00347 -3.71490
H 1.09260 -0.97496 -2.43166
H -4.00768 -3.75196 6.25768
H 0.74978 1.48142 -4.19570
H -0.84805 4.00073 -0.62599
H 2.72191 6.72186 0.78776
H 2.84530 0.52247 -2.77818
H 2.55759 -1.37586 0.66144
H 2.90196 6.50637 -2.66390
H 0.58460 0.81133 3.31877
H -1.28691 0.57423 -3.44455
H -1.94257 4.56152 0.77287
H 5.49045 1.20645 -4.00601
H -1.58207 2.53979 1.76107
H 0.87006 -1.63579 8.69629
H -2.90334 4.87432 -2.29034
H -0.11788 -5.52963 -4.42432
H 2.72375 3.58616 -1.84194
H 6.10192 2.97911 -2.65605
H 1.60458 -5.41702 1.66301
H 4.94028 4.84554 -3.33917
H -0.70429 -6.59128 3.30174
H 1.37034 1.97100 0.84483
H -0.78891 -0.64524 -5.52405
H 2.24314 1.62061 -6.35986
H 2.53554 3.77210 1.40782
H -8.45159 1.16378 -4.78724
H 1.92671 -0.07563 -6.58019
H 1.27271 5.73482 1.11238
H -5.81465 -1.92938 7.06390
H 4.79994 2.83380 -1.51958
H 1.86930 -3.09249 8.49274
H 5.05905 0.67025 -2.41416
H 0.98324 -6.79985 -5.00450
H 3.50936 0.62152 1.74461
H 3.64906 4.17162 0.10198
H 2.56064 1.54597 2.68673
H 2.16102 4.32572 -3.33557
H 0.74576 -5.76258 3.90332
H 0.03652 1.42973 -5.77600
H 0.06145 -1.37366 -0.42708
H 4.13066 0.39895 -5.48102
H 3.91285 5.85671 -1.32737
H 1.19970 6.70199 -1.17411
H 0.69325 0.74929 -2.24926
H 1.06350 -1.89252 1.23475
H -4.23403 -1.33974 6.50018
H -9.07332 0.45288 -2.54225
H 1.16815 4.93972 -1.12609
H 0.94163 -7.06282 1.56308
H 2.92230 -5.67456 -4.05582



# 4
27
Properties=species:S:1:pos:R:3 method="wB97M-V/def2-TZVPD" e_homo_ev=-10.374 total_energy_ev=-641881.3327 orbital_gap_ev=10.05 multiplicity=1
Br 13.46512 19.36011 17.85789
Br 11.84210 16.86895 16.53627
Br 17.35093 10.42226 20.57040
Br 18.15082 17.13101 22.21689
Br 14.99898 10.27295 18.36668
Br 20.39162 17.46513 19.88511
Br 14.70713 17.68487 15.44709
Br 17.42099 18.63758 19.45728
Br 14.29617 11.16190 21.39668
O 15.20941 15.04155 18.54621
O 15.54811 15.11894 20.75145
C 13.56796 17.62158 17.03056
C 15.99388 14.99504 19.65739
C 15.91021 14.64910 17.37715
C 17.37103 14.98678 17.71651
C 18.84774 18.21966 20.73858
C 15.64738 11.17940 19.96354
C 17.46207 14.90352 19.22176
H 19.12015 19.13640 21.23796
H 14.00382 16.93189 17.74115
H 15.56352 15.17540 16.49785
H 17.50308 16.02899 17.40187
H 18.17719 14.46315 17.20064
H 17.93421 14.02300 19.65493
H 15.84090 13.57273 17.17403
H 17.96729 15.79778 19.57654
H 15.79300 12.20598 19.66520



Q: Among the records above, which one has the highest multiplicity?
A: C22H30Cl2N2O4S5Tb